(1)
{
  "formula": "C3H10NO",
  "method": "wB97M-V/def2-TZVPD",
  "elements": ["C", "O", "H", "H", "H", "H", "C", "C", "N", "H", "H", "H", "H", "H", "H"],
  "positions_angstrom": [[-0.94, -2.66, -0.21], [0.06, -1.56, -0.05], [-1.32, -2.58, -1.22], [-0.48, -3.59, 0.06], [-1.72, -2.38, 0.49], [0.76, -1.81, -0.68], [0.28, 1.60, 0.75], [1.15, 2.58, 0.75], [-0.19, 1.02, -0.55], [0.35, 0.85, 1.53], [1.59, 2.82, 1.70], [1.37, 3.15, -0.16], [-1.19, 1.12, -0.73], [0.32, 1.47, -1.31], [-0.04, -0.04, -0.36]],
  "lowdin_charge": [-0.025, -0.161, 0.085, 0.093, 0.090, 0.108, -0.133, 0.077, 0.164, 0.118, 0.085, 0.089, 0.166, 0.156, 0.091],
  "lumo_ev": -3.3840,
  "e_above_lowest_ev": 1.576,
  "homo_lumo_gap_ev": 11.81,
  "e_homo_ha": -0.55825,
  "total_energy_ev": -6802.73506,
  "total_charge": 1
}

(2)
{
  "formula": "C3H10NO",
  "method": "wB97M-V/def2-TZVPD",
  "elements": ["C", "C", "C", "N", "O", "H", "H", "H", "H", "H", "H", "H", "H", "H", "H"],
  "positions_angstrom": [[1.72, 0.36, -1.29], [-0.30, -0.77, -0.40], [-1.77, -0.34, 1.44], [0.80, 0.18, -0.11], [-1.24, 0.88, 1.88], [1.22, 0.43, -2.28], [2.48, 1.17, -1.29], [2.44, -0.50, -1.32], [-0.81, -0.52, -1.35], [0.08, -1.73, -0.50], [-2.71, -0.22, 0.85], [-1.70, -1.26, 1.97], [1.31, -0.15, 0.76], [0.39, 1.00, 0.13], [-1.92, 1.48, 1.53]],
  "lowdin_charge": [-0.009, 0.069, -0.116, -0.015, -0.051, 0.116, 0.115, 0.117, 0.118, 0.075, 0.093, 0.069, 0.218, 0.097, 0.104],
  "s2": 2.0065,
  "lumo_ev": [-3.4344, -6.1681],
  "e_above_lowest_ev": 0.000,
  "homo_lumo_gap_ev": [7.36, 10.13],
  "e_homo_ha": [-0.39684, -0.59907],
  "multiplicity": 3,
  "total_energy_ev": -6797.99083,
  "total_charge": 1
}

(3)
{
  "formula": "C3H10NO",
  "method": "wB97M-V/def2-TZVPD",
  "elements": ["C", "C", "C", "N", "H", "H", "H", "H", "H", "H", "H", "H", "H", "H", "O"],
  "positions_angstrom": [[-0.59, -1.34, -1.44], [-0.74, 0.00, -0.81], [1.66, 0.62, -0.74], [0.58, 0.41, -0.13], [0.09, -1.43, -2.30], [-0.53, -2.18, -0.76], [-1.51, -1.47, -2.02], [-1.08, 0.86, -1.37], [-1.37, -0.10, 0.08], [2.62, 0.71, -0.24], [1.75, 0.82, -1.81], [0.59, 0.38, 0.88], [-0.71, 1.74, 3.67], [-0.45, 0.07, 3.75], [-0.31, 0.93, 3.24]],
  "lowdin_charge": [-0.062, -0.145, 0.193, 0.050, 0.105, 0.096, 0.105, 0.142, 0.117, 0.133, 0.145, 0.131, 0.237, 0.232, 0.525],
  "s2": 0.7531,
  "lumo_ev": [-9.2142, -16.6757],
  "e_above_lowest_ev": 4.729,
  "homo_lumo_gap_ev": [10.73, 3.22],
  "e_homo_ha": [-0.73295, -0.73132],
  "multiplicity": 2,
  "total_energy_ev": -6787.26000,
  "total_charge": 2
}

(4)
{
  "formula": "C3H10NO2",
  "method": "wB97M-V/def2-TZVPD",
  "elements": ["C", "C", "C", "O", "N", "H", "H", "H", "H", "H", "H", "H", "H", "H", "H", "O"],
  "positions_angstrom": [[-0.39, -1.64, -0.28], [-0.65, -0.29, 0.31], [0.58, 0.67, 0.33], [0.27, 1.98, 0.29], [-1.50, -2.66, -0.19], [0.53, -2.02, 0.18], [-0.23, -1.64, -1.35], [-1.48, 0.19, -0.24], [-1.09, -0.43, 1.30], [1.32, 0.24, -0.40], [1.09, 0.39, 1.31], [-1.98, -2.54, 0.71], [-2.17, -2.34, -0.90], [2.03, 4.15, -0.57], [1.38, 2.71, -0.07], [2.28, 3.25, -0.43]],
  "lowdin_charge": [-0.543, -0.325, -0.482, -0.304, -0.199, 0.062, 0.056, 0.068, 0.061, 0.089, 0.087, -0.104, -0.120, -0.066, -0.037, -0.244],
  "s2": 0.7505,
  "lumo_ev": [6.5861, 6.5579],
  "e_above_lowest_ev": 0.271,
  "homo_lumo_gap_ev": [2.32, 7.04],
  "e_homo_ha": [0.15689, -0.01761],
  "multiplicity": 2,
  "total_energy_ev": -8853.92104,
  "total_charge": -2
}

(5)
{
  "formula": "C3H10NO2",
  "method": "wB97M-V/def2-TZVPD",
  "elements": ["N", "C", "C", "O", "C", "O", "H", "H", "H", "H", "H", "H", "H", "H", "H", "H"],
  "positions_angstrom": [[-2.04, -0.40, 0.63], [-1.17, 0.52, -0.15], [0.22, -0.26, -0.36], [0.33, -1.21, 0.71], [1.52, 0.47, -0.64], [2.47, 0.15, 0.32], [-1.36, -1.03, 1.22], [-2.59, -1.05, 0.18], [-2.70, 0.15, 1.23], [-0.92, 1.36, 0.35], [-1.53, 0.81, -1.12], [0.01, -0.85, -1.17], [1.23, -1.17, 0.82], [1.34, 1.60, -0.68], [1.86, 0.24, -1.64], [3.33, 0.67, 0.30]],
  "lowdin_charge": [0.198, -0.032, -0.267, 0.000, -0.199, -0.053, 0.198, 0.130, 0.197, 0.096, 0.134, 0.113, 0.041, 0.154, 0.125, 0.165],
  "smiles": "[NH3+]C[C@H](O)CO",
  "lumo_ev": -3.4616,
  "e_above_lowest_ev": 2.097,
  "homo_lumo_gap_ev": 10.85,
  "e_homo_ha": -0.52600,
  "total_energy_ev": -8850.24414,
  "total_charge": 1
}

(6)
{
  "formula": "C3H10NO2",
  "method": "wB97M-V/def2-TZVPD",
  "elements": ["C", "O", "C", "C", "O", "N", "H", "H", "H", "H", "H", "H", "H", "H", "H", "H"],
  "positions_angstrom": [[1.17, -0.11, -0.49], [1.03, -0.60, -2.06], [-0.19, 0.70, -0.36], [-1.32, -0.39, -0.55], [-0.35, -0.76, 2.21], [-0.22, 1.30, 0.90], [2.05, 0.52, -0.61], [1.35, -0.72, 0.40], [1.30, -1.13, -1.34], [-0.24, 1.45, -1.15], [-2.33, -0.04, -0.75], [-0.94, -0.87, -1.45], [-1.35, -1.00, 0.35], [0.16, 2.24, 1.00], [-0.25, 0.71, 1.77], [-0.26, -1.27, 3.04]],
  "lowdin_charge": [0.000, 0.021, -0.299, 0.037, -0.077, 0.345, 0.141, 0.144, -0.022, 0.167, 0.105, 0.088, 0.069, 0.178, 0.049, 0.057],
  "lumo_ev": -10.0307,
  "e_above_lowest_ev": 10.691,
  "homo_lumo_gap_ev": 5.18,
  "e_homo_ha": -0.55906,
  "total_energy_ev": -8841.64994,
  "total_charge": 1
}

(7)
{
  "formula": "C3H10NO2",
  "method": "wB97M-V/def2-TZVPD",
  "elements": ["C", "N", "C", "H", "H", "H", "H", "H", "H", "H", "H", "O", "C", "O", "H", "H"],
  "positions_angstrom": [[-1.70, -0.98, 1.61], [-1.14, -0.64, 0.29], [-1.63, 0.57, -0.33], [-1.23, -1.88, 2.02], [-1.50, -0.16, 2.25], [-2.83, -1.06, 1.47], [-1.26, -1.42, -0.31], [-0.11, -0.55, 0.38], [-2.68, 0.49, -0.44], [-1.05, 0.63, -1.27], [-1.33, 1.49, 0.28], [1.58, -0.23, 0.48], [1.97, 0.55, -0.40], [1.35, 0.66, -1.63], [2.81, 1.36, -0.23], [1.92, 1.27, -2.22]],
  "lowdin_charge": [0.009, -0.080, -0.017, 0.119, 0.088, 0.136, 0.165, 0.095, 0.092, 0.098, 0.147, 0.028, -0.279, 0.034, 0.191, 0.175],
  "lumo_ev": -2.9258,
  "e_above_lowest_ev": 0.842,
  "homo_lumo_gap_ev": 12.63,
  "e_homo_ha": -0.57163,
  "total_energy_ev": -8851.49889,
  "total_charge": 1
}

(8)
{
  "formula": "C3H10NO2",
  "method": "wB97M-V/def2-TZVPD",
  "elements": ["O", "C", "C", "N", "C", "H", "H", "H", "H", "H", "H", "H", "H", "H", "H", "O"],
  "positions_angstrom": [[1.85, -0.95, -0.28], [1.09, -1.53, 0.44], [-0.10, -0.71, 0.95], [-0.76, 0.11, -0.13], [-2.23, -0.08, -0.23], [0.99, -2.58, 0.78], [0.20, 0.04, 1.72], [-0.86, -1.37, 1.37], [-0.26, -0.16, -0.99], [-0.49, 1.13, -0.01], [-2.59, -1.09, -0.39], [-2.57, 0.34, 0.72], [-2.61, 0.62, -0.99], [1.16, 2.15, -1.31], [0.42, 3.25, -0.43], [0.57, 2.31, -0.56]],
  "lowdin_charge": [0.104, -0.191, -0.082, -0.033, 0.010, 0.144, 0.157, 0.126, 0.161, 0.119, 0.107, 0.107, 0.113, 0.095, 0.088, -0.026],
  "lumo_ev": -3.7794,
  "e_above_lowest_ev": 1.430,
  "homo_lumo_gap_ev": 10.96,
  "e_homo_ha": -0.54182,
  "total_energy_ev": -8850.91073,
  "total_charge": 1
}

(9)
{
  "formula": "C3H10NO2",
  "method": "wB97M-V/def2-TZVPD",
  "elements": ["C", "C", "C", "N", "O", "O", "H", "H", "H", "H", "H", "H", "H", "H", "H", "H"],
  "positions_angstrom": [[-0.58, 0.99, -0.78], [-0.58, -0.20, 1.34], [0.89, -0.91, -0.53], [-0.42, -0.32, -0.12], [1.87, -0.01, -0.27], [0.76, -1.34, -1.81], [0.24, 1.64, -0.49], [-0.56, 0.87, -1.86], [-1.52, 1.45, -0.49], [0.22, 0.44, 1.73], [-1.54, 0.25, 1.57], [-0.52, -1.18, 1.81], [1.17, -2.16, 0.34], [-1.14, -0.96, -0.48], [2.75, -0.40, -0.31], [1.48, -1.05, -2.39]],
  "lowdin_charge": [0.025, 0.013, -0.494, -0.130, 0.063, 0.075, 0.116, 0.116, 0.116, 0.118, 0.116, 0.107, 0.266, 0.199, 0.146, 0.147],
  "lumo_ev": -3.2183,
  "e_above_lowest_ev": 2.350,
  "homo_lumo_gap_ev": 11.94,
  "e_homo_ha": -0.55705,
  "total_energy_ev": -8849.99090,
  "total_charge": 1
}

(10)
{
  "formula": "C3H10NO2",
  "method": "wB97M-V/def2-TZVPD",
  "elements": ["C", "C", "C", "O", "N", "H", "H", "H", "H", "H", "H", "H", "H", "H", "H", "O"],
  "positions_angstrom": [[1.48, 0.13, -0.20], [0.42, 0.77, 0.79], [-0.70, -0.19, 1.16], [-0.83, -1.32, 0.70], [1.04, -1.03, -1.03], [2.27, -0.14, 0.49], [1.66, 1.02, -0.80], [-0.12, 1.57, 0.29], [0.85, 1.21, 1.68], [-1.37, 0.11, 1.97], [0.29, -1.44, -0.34], [1.72, -1.77, -1.20], [0.64, -0.72, -1.91], [-2.93, 1.20, -0.44], [-2.32, -0.12, -0.79], [-2.10, 0.72, -0.36]],
  "lowdin_charge": [-0.109, -0.099, -0.219, 0.019, 0.176, 0.134, 0.129, 0.109, 0.135, 0.143, 0.111, 0.170, 0.163, 0.089, 0.078, -0.029],
  "lumo_ev": -3.3383,
  "e_above_lowest_ev": 1.385,
  "homo_lumo_gap_ev": 11.20,
  "e_homo_ha": -0.53412,
  "total_energy_ev": -8850.95581,
  "total_charge": 1
}